Record 1
Below is an isolated molecule of C3H4Cl2O in a non-equilibrium geometry, with properties calculated with ωB97M-V/def2-TZVPD.

```
! wB97M-V def2-TZVPD RIJCOSX def2/J DEFGRID3
* xyz 0 1
Cl -0.423 2.974 -1.428
Cl -1.540 2.358 1.117
O -0.216 -0.463 0.529
C 0.454 -1.635 0.402
C -0.110 0.554 -0.335
C -0.632 1.764 -0.212
H 0.298 -2.053 -0.564
H 0.535 0.371 -1.217
H 0.093 -2.304 1.177
H 1.540 -1.565 0.531
*
```

Calculated values
- HOMO energy (Ha) = -0.3227
- frontier orbital gap (eV) = 9.6
- E (eV) = -30266.7394
- relative energy (zero: lowest compared OMol25 entry of this formula, charge and spin) (kJ/mol) = 148.3
- SMILES = COC=C(Cl)Cl

=====

Record 2
Below is a structure of composition C15H11INReS5Sb, with properties calculated with ωB97M-V/def2-TZVPD.

```
! wB97M-V def2-TZVPD RIJCOSX def2/J DEFGRID3
* xyz 3 1
Re -0.816 -0.276 0.924
I 0.053 1.548 2.864
Sb -4.456 -1.337 1.100
S 1.144 -1.281 1.468
S -2.707 -0.204 2.223
S -1.442 -1.877 -0.413
S -3.431 -2.091 -0.878
S -6.510 -1.467 1.623
N 1.787 -3.857 1.536
C -0.324 3.616 -0.900
C -0.510 1.196 -0.356
C 0.014 4.321 1.773
C -0.581 0.963 -1.759
C -0.521 1.981 -2.691
C -0.194 4.972 -0.517
C -0.322 2.579 0.074
C -0.040 5.325 0.795
C -0.422 3.289 -2.267
C 2.206 -4.272 -1.104
C 2.238 -5.058 1.138
C -0.120 3.009 1.392
C 2.455 -5.295 -0.201
C 1.526 -2.835 0.686
C 1.741 -3.035 -0.659
H 2.826 -6.257 -0.522
H 0.171 4.591 2.809
H -0.408 4.093 -2.993
H -0.207 5.730 -1.290
H -0.577 1.748 -3.746
H 2.395 -4.425 -2.159
H 1.657 -3.701 2.531
H 1.589 -2.220 -1.351
H -0.687 -0.044 -2.130
H 2.415 -5.789 1.915
H 0.055 6.361 1.086
*
```

Calculated values
- HOMO energy (Ha) = -0.6278
- frontier orbital gap (eV) = 5.1
- E (eV) = -88140.6163

=====

Record 3
Below is a structure of composition C12H13CeCl2LaNO3 in a non-equilibrium geometry, with properties calculated with ωB97M-V/def2-TZVPD.

```
! wB97M-V def2-TZVPD RIJCOSX def2/J DEFGRID3
* xyz 4 2
Ce -1.415 -0.805 -0.221
La -4.072 -4.078 -1.655
Cl -3.935 -2.095 0.329
Cl -1.515 -2.996 -2.069
O -2.983 2.188 1.176
O -6.847 -2.154 -2.529
O -3.695 -3.039 -4.909
N 1.240 1.655 1.939
C 1.517 -0.144 0.270
C 0.811 -0.446 -0.901
C 1.517 -0.754 -2.063
C 3.608 -0.448 -0.900
C -5.979 -2.891 -2.287
C 2.927 -0.117 0.261
C 0.841 0.198 1.558
C 0.715 2.041 3.290
C -2.338 1.370 0.656
C 0.835 2.639 0.886
C -3.978 -3.477 -3.867
C 2.915 -0.774 -2.063
H 1.111 1.332 4.021
H 1.200 -0.391 2.417
H -0.279 0.199 1.621
H 4.696 -0.464 -0.909
H -0.240 2.564 0.725
H 0.970 -0.989 -2.974
H 3.460 -1.053 -2.966
H -0.377 1.998 3.272
H 1.097 3.638 1.242
H 2.275 1.696 1.990
H 1.053 3.057 3.522
H 1.372 2.413 -0.032
H 3.491 0.127 1.172
*
```

Calculated values
- HOMO energy (alpha / beta) (Ha) = -0.7453 / -0.7455
- frontier orbital gap (alpha / beta) (eV) = 4.8 / 4.9
- E (eV) = -59077.2739
- expectation value of S² = 0.752

=====

Record 4
Below is the ion FH3O3P with charge +1 in a non-equilibrium geometry, with properties calculated with ωB97M-V/def2-TZVPD.

```
! wB97M-V def2-TZVPD RIJCOSX def2/J DEFGRID3
* xyz 1 1
P -0.113 -0.021 0.127
F -1.812 -0.130 0.778
O 0.483 -1.360 -0.342
O 0.778 0.440 1.340
O -0.224 0.985 -1.026
H 0.050 -1.800 -1.101
H 0.290 0.797 -1.799
H 0.549 1.089 2.023
*
```

Calculated values
- HOMO energy (Ha) = -0.7073
- frontier orbital gap (eV) = 14.1
- E (eV) = -18191.9031
- relative energy (zero: lowest compared OMol25 entry of this formula, charge and spin) (kJ/mol) = 141.4

=====

Record 5
Below is a cluster of 3 separate species, C3H12O3 in total in a non-equilibrium geometry, with properties calculated with ωB97M-V/def2-TZVPD.

```
! wB97M-V def2-TZVPD RIJCOSX def2/J DEFGRID3
* xyz -1 2
O 0.809 1.081 1.557
O -2.435 -0.991 -3.849
O 1.807 -1.083 3.051
C 1.245 -0.355 -0.290
C -1.019 0.787 -0.028
C 0.491 0.873 0.197
H 1.399 -0.347 2.558
H -1.204 0.355 -1.015
H -1.443 0.079 0.699
H -3.148 -0.980 -3.200
H 2.321 -0.243 -0.172
H -1.686 -1.399 -3.395
H 1.090 -1.554 3.476
H -1.494 1.756 0.136
H 0.973 -0.457 -1.339
H 0.857 -1.254 0.187
H 0.599 1.994 1.807
H 0.839 1.737 -0.381
*
```

Calculated values
- HOMO energy (alpha / beta) (Ha) = 0.0349 / -0.2572
- frontier orbital gap (alpha / beta) (eV) = 2.6 / 10.7
- E (eV) = -9447.1038
- expectation value of S² = 0.750
- relative energy (zero: lowest compared OMol25 entry of this formula, charge and spin) (kJ/mol) = 0.0

=====

Record 6
Below is a cluster of 3 separate species, C2H12NO3 in total in a non-equilibrium geometry, with properties calculated with ωB97M-V/def2-TZVPD.

```
! wB97M-V def2-TZVPD RIJCOSX def2/J DEFGRID3
* xyz 1 1
O 0.061 -3.560 -1.313
O -2.393 1.909 0.749
O 2.619 0.391 -1.674
N 0.584 1.528 0.285
C -0.375 0.335 0.792
C -1.720 0.738 1.462
H 2.513 -0.003 -2.561
H 0.277 0.013 1.510
H 0.273 -3.732 -2.189
H -2.432 -0.152 1.361
H 1.293 1.356 1.036
H 0.223 -4.180 -0.578
H -1.709 1.004 2.523
H -0.312 -0.352 -0.036
H 0.024 2.181 -0.196
H 3.149 -0.219 -1.072
H -3.239 1.670 0.403
H 1.163 1.074 -0.501
*
```

Calculated values
- HOMO energy (Ha) = -0.5326
- frontier orbital gap (eV) = 11.0
- E (eV) = -9892.6551
- relative energy (zero: lowest compared OMol25 entry of this formula, charge and spin) (kJ/mol) = 269.1

=====

Record 7
Below is a cluster of 8 separate species, C5H24N3O7 in total in a non-equilibrium geometry, with properties calculated with ωB97M-V/def2-TZVPD.

```
! wB97M-V def2-TZVPD RIJCOSX def2/J DEFGRID3
* xyz 2 2
O 0.214 -3.324 -0.040
O 0.710 -1.391 -2.944
O 2.639 -2.077 -0.860
O 1.770 1.252 -3.079
O -0.176 3.558 0.457
O -2.650 0.759 -2.929
O 3.401 1.299 1.476
N -0.951 -1.418 3.441
N -1.904 -0.300 0.196
N -0.075 0.356 -0.746
C -1.727 0.747 2.465
C -1.233 0.373 1.153
C -1.269 -0.282 -0.978
C -0.914 0.031 3.578
C 0.014 0.693 0.528
H -0.186 4.483 0.190
H -1.468 -0.760 -1.916
H -2.731 0.370 2.632
H -3.104 1.530 -2.589
H -1.071 3.216 0.419
H 2.173 0.665 -3.720
H 2.901 -1.581 -0.097
H -1.344 0.379 4.529
H -2.814 -0.740 0.311
H 3.315 -2.736 -1.014
H -0.083 -1.697 -2.528
H -1.805 -1.800 3.839
H 0.098 0.418 3.690
H -2.426 0.910 -3.854
H 0.437 -4.177 0.347
H 0.945 1.116 0.889
H 0.640 0.621 -1.454
H 2.050 2.141 -3.317
H 1.059 -2.856 -0.135
H -1.748 1.818 2.661
H -0.217 -1.752 4.049
H 4.295 1.024 1.715
H 1.391 -1.925 -2.510
H 3.077 1.589 2.310
*
```

Calculated values
- HOMO energy (alpha / beta) (Ha) = -0.5993 / -0.5986
- frontier orbital gap (alpha / beta) (eV) = 9.1 / 5.0
- E (eV) = -24359.9872
- expectation value of S² = 0.761

=====

Record 8
Below is a structure of composition C2H7NO in a non-equilibrium geometry, with properties calculated with ωB97M-V/def2-TZVPD.

```
! wB97M-V def2-TZVPD RIJCOSX def2/J DEFGRID3
* xyz 0 1
O 2.811 0.156 -0.182
N 0.006 0.034 0.447
C -0.592 -1.113 0.368
C -1.163 0.629 -0.329
H -0.924 0.959 -1.345
H -1.363 1.583 0.172
H 3.310 0.715 0.436
H -0.504 -1.776 -0.514
H -1.268 -1.481 1.158
H -2.165 0.173 -0.303
H 1.852 0.120 0.091
*
```

Calculated values
- HOMO energy (Ha) = -0.3011
- frontier orbital gap (eV) = 7.9
- E (eV) = -5720.9940
- relative energy (zero: lowest compared OMol25 entry of this formula, charge and spin) (kJ/mol) = 409.8

=====

Record 9
Below is a structure of composition C33H39BBr2CsN9O4, with properties calculated with ωB97M-V/def2-TZVPD.

```
! wB97M-V def2-TZVPD RIJCOSX def2/J DEFGRID3
* xyz -2 1
Cs 0.255 0.037 -0.640
Br -6.183 0.253 -5.487
Br -0.593 0.684 -6.165
O -1.999 -2.783 -0.810
O -0.136 -6.996 -0.011
O 2.277 -3.251 0.631
O -0.653 0.778 -3.081
N 1.597 3.733 1.100
N 1.690 1.946 2.931
N -2.782 0.637 -1.409
N 3.502 2.029 1.131
N 3.079 1.142 0.207
N 0.881 0.970 2.467
N 0.698 3.204 0.241
N 0.987 -5.074 0.373
N 0.156 -2.904 -0.154
C -0.050 -5.782 -0.138
C -1.795 0.674 -3.583
C -5.103 0.363 -1.012
C 5.642 2.878 2.151
C 0.415 0.326 3.522
C 1.179 -3.654 0.273
C 4.853 2.016 1.218
C 4.040 -0.501 -1.344
C -2.912 -5.447 0.748
C -1.056 -4.961 -0.930
C 0.925 0.893 4.708
C -2.464 -5.514 -0.711
C -4.449 0.418 -4.687
C -0.612 -5.122 -2.410
C 1.589 5.085 1.030
C -3.003 0.594 -2.738
C 0.645 5.443 0.091
C 2.539 2.876 5.114
C 2.475 5.976 1.841
C -5.365 0.350 -2.354
C -3.356 0.490 -5.509
C 4.155 0.562 -0.296
C -0.935 3.988 -1.414
C 0.116 4.220 -0.375
C -0.517 -0.834 3.363
C -2.078 0.609 -4.971
C -3.775 0.504 -0.564
C -3.425 0.453 0.899
C -4.307 0.456 -3.281
C -0.993 -3.457 -0.589
C 1.732 1.928 4.284
C 5.317 1.088 0.309
C -1.461 -4.362 -3.429
B 2.516 2.862 1.990
H 4.590 -0.234 -2.250
H 4.423 -1.455 -0.978
H -3.068 -0.552 1.138
H 0.742 0.588 5.728
H 2.993 -0.644 -1.605
H 3.531 5.788 1.637
H -2.475 -6.552 -1.054
H 3.608 2.779 4.914
H -2.247 -6.034 1.385
H 6.347 0.824 0.120
H -3.924 -5.841 0.865
H -2.621 1.156 1.123
H -1.907 4.367 -1.087
H 3.165 3.599 2.680
H -0.318 -1.344 2.419
H -2.909 -4.412 1.093
H -1.044 -4.500 -4.429
H 2.264 3.914 4.920
H -3.151 -4.931 -1.322
H -5.909 0.260 -0.295
H -1.561 -0.509 3.363
H 1.744 -5.577 0.808
H -3.476 0.451 -6.583
H 0.383 6.444 -0.218
H -2.490 -4.721 -3.440
H 6.705 2.692 1.996
H 2.363 2.661 6.169
H -6.379 0.245 -2.716
H 5.446 3.938 1.980
H -4.290 0.676 1.526
H 0.426 -4.786 -2.491
H -1.026 2.922 -1.614
H -0.675 4.489 -2.349
H -1.483 -3.295 -3.211
H 5.403 2.665 3.195
H 2.255 7.016 1.596
H -0.388 -1.548 4.178
H 2.319 5.832 2.912
H -0.624 -6.192 -2.636
*
```

Calculated values
- HOMO energy (Ha) = -0.0817
- frontier orbital gap (eV) = 6.0
- E (eV) = -197773.2466
- relative energy (zero: lowest compared OMol25 entry of this formula, charge and spin) (kJ/mol) = 8.3

=====

Record 10
Below is a cluster of 2 separate species, C2BrClF4S2 in total in a non-equilibrium geometry, with properties calculated with ωB97M-V/def2-TZVPD.

```
! wB97M-V def2-TZVPD RIJCOSX def2/J DEFGRID3
* xyz 0 1
Br 3.295 1.055 -0.076
Cl 3.033 -2.392 0.171
S -0.178 0.835 0.786
S 1.502 -1.559 1.162
F -2.320 2.051 0.001
F -2.744 -0.086 0.606
F -1.931 0.519 -1.359
F 0.478 -0.743 -1.232
C -1.918 0.776 -0.032
C 0.783 -0.456 -0.029
*
```

Calculated values
- HOMO energy (alpha / beta) (Ha) = -0.3234 / -0.3446
- frontier orbital gap (alpha / beta) (eV) = 6.1 / 7.2
- E (eV) = -117176.6588
- relative energy (zero: lowest compared OMol25 entry of this formula, charge and spin) (kJ/mol) = 42.4

=====

Record 11
Below is a structure of composition C32H28CdN7S in a non-equilibrium geometry, with properties calculated with ωB97M-V/def2-TZVPD.

```
! wB97M-V def2-TZVPD RIJCOSX def2/J DEFGRID3
* xyz 1 1
Cd 0.733 -0.015 -0.136
S 4.080 3.149 1.781
N 0.393 1.876 4.439
N -1.178 -0.267 3.179
N 1.623 0.813 -2.018
N 1.224 -2.546 -1.147
N 2.461 1.329 0.809
N 1.394 -0.970 1.968
N 3.337 2.110 -2.802
C -0.921 1.638 4.644
C 2.329 0.823 -6.168
C -4.041 0.230 3.105
C 2.664 1.606 -1.659
C 0.917 0.032 -4.363
C 4.107 2.779 0.107
C -0.936 -2.446 -2.311
C -3.127 1.073 3.732
C -1.282 -0.930 -0.331
C -1.005 3.201 6.416
C -1.640 2.248 5.702
C -1.693 0.724 3.821
C 3.019 1.648 -5.300
C 3.132 1.849 -0.280
C -2.181 -0.427 0.748
C 0.355 -3.309 -4.695
C -3.663 -0.997 0.787
C -2.949 -2.684 -0.857
C 0.977 -3.389 -3.427
C -0.902 -2.721 -4.784
C 0.445 -2.759 -2.305
C 0.351 3.475 6.216
C 1.317 -0.006 -5.695
C -1.674 -2.019 -1.104
C 2.791 2.048 1.904
C -3.851 -2.347 0.073
C -1.954 -1.006 2.333
C -1.565 -2.358 -3.589
C -3.538 -0.978 2.408
C 2.653 1.646 -3.923
C 1.653 0.789 -3.415
C 0.957 2.792 5.178
H -4.422 -0.270 0.446
H 1.956 -3.954 -3.321
H -1.402 -2.508 -5.688
H 0.895 -0.689 -6.387
H 4.928 3.176 -0.500
H 0.633 -0.611 2.569
H 1.400 -1.954 2.195
H -3.463 1.934 4.301
H 3.961 2.906 -2.824
H -3.165 -3.559 -1.490
H -3.963 -1.916 2.804
H -4.633 -3.027 0.535
H 2.035 2.933 5.041
H -1.550 -2.031 2.144
H 0.826 -3.673 -5.597
H -0.069 -0.392 -4.102
H 1.070 -3.307 -0.463
H 3.853 2.227 -5.698
H -2.611 1.805 5.934
H -5.035 0.353 3.389
H 0.930 4.328 6.601
H -2.192 0.671 0.943
H -2.546 -1.914 -3.581
H 2.210 -0.517 2.350
H 2.660 0.832 -7.182
H -1.575 3.780 7.099
H 2.249 -2.502 -1.344
H 2.212 2.180 2.787
*
```

Calculated values
- HOMO energy (Ha) = -0.3422
- frontier orbital gap (eV) = 6.2
- E (eV) = -59459.9230
- relative energy (zero: lowest compared OMol25 entry of this formula, charge and spin) (kJ/mol) = 473.9

=====

Record 12
Below is a structure of composition C24H28CeN3O4 in a non-equilibrium geometry, with properties calculated with ωB97M-V/def2-TZVPD.

```
! wB97M-V def2-TZVPD RIJCOSX def2/J DEFGRID3
* xyz 0 2
Ce -0.019 0.014 -0.014
O -0.240 2.216 0.638
O -1.205 1.228 -0.788
O 1.952 -1.100 0.316
O -0.358 -0.413 2.080
N -1.761 -0.923 -7.331
N -0.625 0.984 -7.427
N -0.419 0.002 -2.445
C -0.839 1.283 -9.915
C 0.042 0.982 -3.216
C 0.500 3.202 -0.067
C 0.809 -1.160 2.486
C 1.037 -3.228 -0.766
C -0.540 0.894 2.687
C -0.864 0.002 -5.194
C -0.150 1.026 -4.583
C -1.036 0.636 -8.698
C 1.152 -1.973 -2.824
C 0.193 2.079 1.980
C 0.842 -1.996 -1.420
C -1.069 0.042 -6.642
C -1.366 0.707 -11.047
C -2.294 -1.158 -9.797
C 2.109 -0.842 1.707
C 1.783 -4.303 -2.794
C 1.614 -3.113 -3.484
C -2.085 -0.499 -10.989
C -1.758 -0.568 -8.662
C -1.111 -0.979 -3.034
C -1.357 -1.020 -4.391
C 3.105 -0.710 -0.437
C 1.495 -4.359 -1.440
H 1.565 2.927 -0.114
H -0.285 2.211 -9.958
H -1.476 -1.757 -2.379
H -1.223 1.194 -12.002
H -1.924 -1.851 -4.792
H -2.848 -2.086 -9.758
H 2.140 -5.186 -3.310
H 1.038 -1.078 -3.397
H 0.387 4.178 0.417
H -2.484 -0.921 -11.901
H 1.287 1.934 2.003
H 2.414 0.203 1.856
H -0.254 0.852 3.738
H 0.559 -2.207 2.315
H 0.246 1.841 -5.168
H 0.827 -3.312 0.303
H 3.985 -1.257 -0.091
H 2.930 -0.948 -1.476
H 3.272 0.372 -0.346
H 2.915 -1.479 2.086
H -0.025 3.013 2.513
H 0.589 1.769 -2.710
H -2.192 -1.739 -6.939
H 0.111 3.260 -1.075
H 1.843 -3.071 -4.546
H -1.610 1.090 2.643
H 1.632 -5.295 -0.904
H 0.972 -1.034 3.556
*
```

Calculated values
- HOMO energy (alpha / beta) (Ha) = -0.1872 / -0.2141
- frontier orbital gap (alpha / beta) (eV) = 5.0 / 5.7
- E (eV) = -50922.8882
- expectation value of S² = 0.751
- relative energy (zero: lowest compared OMol25 entry of this formula, charge and spin) (kJ/mol) = 318.2

=====

Record 13
Below is a structure of composition C5H7NO, with properties calculated with ωB97M-V/def2-TZVPD.

```
! wB97M-V def2-TZVPD RIJCOSX def2/J DEFGRID3
* xyz 0 1
O 0.915 1.465 0.578
N -1.624 0.252 -0.013
C 0.838 0.001 0.803
C -1.990 -1.042 0.231
C 1.829 -0.183 -0.368
C -0.326 -0.029 -0.187
C 0.790 0.870 -0.778
H -2.592 -1.254 1.119
H 2.827 0.224 -0.181
H 1.838 -1.136 -0.910
H 0.794 1.563 -1.624
H -2.149 1.126 0.053
H -1.998 -1.775 -0.565
H 0.895 -0.376 1.827
*
```

Calculated values
- HOMO energy (Ha) = -0.2906
- frontier orbital gap (eV) = 8.6
- E (eV) = -8829.4455
- relative energy (zero: lowest compared OMol25 entry of this formula, charge and spin) (kJ/mol) = 652.0